2 unconnected molecules or ions with the total composition C23H19F3N2O at a distorted geometry, computed with ωB97M-V/def2-TZVPD.

The geometry in XYZ format:
```
48
Properties=species:S:1:pos:R:3
C 5.34 1.26 3.05
N 4.36 0.60 3.88
C 4.68 0.57 5.30
C 3.04 0.48 3.45
C 2.72 -0.43 2.41
C 1.40 -0.74 2.15
C 0.36 -0.03 2.78
C -1.02 -0.39 2.56
C -2.15 0.51 2.65
C -3.35 -0.29 2.73
C -4.57 0.30 3.03
C -4.64 1.69 3.12
C -3.49 2.48 2.92
C -2.23 1.90 2.71
C -2.96 -1.69 2.68
C -1.53 -1.75 2.57
C -0.88 -2.98 2.67
C -1.65 -4.13 2.88
C -3.04 -4.06 3.01
C -3.71 -2.82 2.94
C 0.68 1.00 3.69
C 2.00 1.20 4.08
H 5.08 1.17 2.00
H 5.43 2.32 3.32
H 6.31 0.78 3.24
H 4.08 -0.17 5.82
H 5.74 0.30 5.38
H 4.54 1.55 5.77
H 3.53 -0.96 1.89
H 1.15 -1.50 1.41
H -5.43 -0.34 3.22
H -5.59 2.17 3.35
H -3.57 3.57 2.95
H -1.34 2.49 2.54
H 0.20 -3.02 2.56
H -1.15 -5.10 2.96
H -3.62 -4.96 3.20
H -4.78 -2.72 3.11
H -0.11 1.60 4.13
H 2.25 1.93 4.86
H -0.49 -0.65 -0.01
N -0.59 0.38 -0.06
C -1.74 0.63 -0.68
C -1.41 1.66 -1.84
F -0.82 2.80 -1.36
F -0.56 1.09 -2.76
F -2.54 2.04 -2.51
O -2.91 0.25 -0.51
```

Summary:
Energy relative to the best compared isomer or geometry (same formula, charge and spin), eV: 2.831
Energy, hartree: -1372.1058
LUMO level, eV: -2.4979
F_max, hartree/bohr: 0.036
Total charge: 0
HOMO-LUMO gap, hartree: 0.1872
E_HOMO, eV: -7.593

These are the Mulliken partial charges, in e, on atoms 1 to 4: -0.986, 0.136, -1.028, 0.276